{
  "formula": "C37H41BBrGeHfN8P",
  "method": "wB97M-V/def2-TZVPD",
  "symbols": ["Hf", "B", "N", "C", "C", "C", "N", "N", "C", "C", "C", "N", "H", "H", "H", "H", "H", "H", "H", "H", "C", "C", "C", "C", "C", "Br", "N", "C", "H", "H", "H", "H", "H", "H", "C", "Ge", "C", "C", "C", "C", "C", "C", "C", "C", "C", "C", "C", "C", "C", "C", "C", "C", "C", "C", "H", "H", "H", "H", "H", "H", "H", "H", "H", "H", "H", "H", "H", "H", "H", "C", "N", "C", "N", "C", "N", "C", "P", "C", "C", "H", "H", "H", "H", "H", "H", "H", "H", "H", "H", "H", "H"],
  "positions_angstrom": [[0.1718, -0.2538, 0.3000], [2.1899, -3.1555, 1.6837], [2.8216, -2.0678, 0.7182], [4.1005, -2.1305, 0.3559], [4.4230, -1.0209, -0.4115], [3.2448, -0.2995, -0.4674], [2.2751, -0.9370, 0.2139], [0.6294, -3.0136, 1.8725], [-0.1180, -3.9963, 2.3603], [-1.4275, -3.5577, 2.5091], [-1.4015, -2.2505, 2.0686], [-0.1483, -1.9143, 1.6930], [2.7301, -3.0480, 2.7599], [2.3763, -4.2399, 1.1804], [4.7034, -2.9665, 0.6739], [5.3736, -0.7741, -0.8516], [3.0418, 0.6436, -0.9447], [0.3352, -4.9496, 2.5815], [-2.2710, -4.1134, 2.8803], [-2.2008, -1.5302, 1.9870], [-1.1541, -2.8441, -5.0725], [-1.2082, -2.1767, -3.7243], [-2.4022, -1.6982, -3.1807], [-2.4247, -1.0877, -1.9375], [-1.2300, -0.9683, -1.2442], [-2.0535, 1.2950, 1.2009], [-0.0933, -1.4263, -1.7742], [-0.0547, -2.0118, -2.9702], [-2.1411, -2.8812, -5.5322], [-0.7848, -3.8676, -4.9930], [-0.4891, -2.3102, -5.7532], [-3.3204, -1.8045, -3.7498], [-3.3456, -0.7027, -1.5184], [0.9099, -2.3523, -3.3329], [-0.0135, 1.6456, 1.2842], [0.3536, 2.3758, 3.0069], [-0.7598, 1.8218, 4.4931], [-1.2297, 0.5157, 4.6304], [-1.9467, 0.1291, 5.7553], [-2.2046, 1.0486, 6.7646], [-1.7432, 2.3519, 6.6447], [-1.0275, 2.7341, 5.5149], [2.2023, 2.1014, 3.5728], [3.1001, 1.2491, 2.9336], [4.4010, 1.0872, 3.4012], [4.8240, 1.7805, 4.5246], [3.9440, 2.6347, 5.1783], [2.6485, 2.7920, 4.7051], [0.1450, 4.3301, 2.8506], [1.2340, 5.1831, 2.6690], [1.0562, 6.5322, 2.3700], [-0.2231, 7.0545, 2.2505], [-1.3236, 6.2233, 2.4313], [-1.1377, 4.8783, 2.7265], [-1.0231, -0.2132, 3.8553], [-2.3043, -0.8899, 5.8461], [-2.7629, 0.7507, 7.6438], [-1.9425, 3.0732, 7.4280], [-0.6905, 3.7614, 5.4248], [2.7966, 0.6916, 2.0569], [5.0777, 0.4154, 2.8869], [5.8348, 1.6564, 4.8936], [4.2675, 3.1783, 6.0579], [1.9785, 3.4641, 5.2318], [2.2441, 4.7947, 2.7520], [1.9184, 7.1737, 2.2299], [-0.3642, 8.1033, 2.0194], [-2.3256, 6.6255, 2.3405], [-2.0123, 4.2475, 2.8565], [0.6462, 5.0691, -1.5484], [1.9453, 4.3947, -1.5646], [2.3062, 4.1023, -2.9512], [1.3023, 3.3338, -3.6900], [0.0244, 4.0430, -3.6004], [-0.4123, 4.3241, -2.2333], [-0.7720, 3.1098, -1.5000], [0.6714, 1.9671, -1.3414], [1.9179, 3.1911, -0.7320], [1.1717, 1.9800, -3.1217], [0.7611, 6.0284, -2.0568], [0.3502, 5.2537, -0.5137], [3.2517, 3.5561, -2.9641], [2.4507, 5.0533, -3.4673], [-0.7443, 3.4552, -4.1052], [0.1301, 4.9966, -4.1212], [-1.5941, 2.5916, -1.9968], [-1.0974, 3.3685, -0.4929], [2.9137, 2.7418, -0.6991], [1.6416, 3.4571, 0.2887], [0.4268, 1.4167, -3.6918], [2.1195, 1.4455, -3.2368]],
  "forces_ev_per_angstrom": [[-0.9, 1.9, -0.6], [0.0, 0.1, 0.1], [-0.2, 0.0, 0.0], [0.1, -0.1, 0.0], [0.0, 0.0, 0.0], [0.0, -0.1, 0.1], [0.6, -0.2, 0.2], [0.0, 0.2, -0.3], [0.0, -0.1, 0.1], [0.0, -0.1, 0.1], [0.2, 0.1, 0.0], [0.1, -0.7, 0.3], [-0.1, 0.1, -0.1], [0.0, 0.1, 0.1], [0.0, 0.0, 0.0], [0.0, 0.0, 0.0], [0.0, -0.1, -0.1], [0.0, 0.0, 0.0], [0.0, 0.0, 0.0], [0.0, 0.0, 0.0], [0.0, 0.0, 0.0], [0.1, 0.0, -0.1], [-0.1, 0.0, 0.0], [0.0, -0.1, -0.2], [-0.3, 0.1, 0.2], [0.1, -0.1, -0.1], [0.4, -0.1, 0.0], [-0.2, 0.0, 0.0], [0.0, 0.0, 0.0], [0.0, 0.0, 0.0], [0.0, 0.0, 0.0], [0.0, 0.0, 0.0], [0.0, 0.0, 0.0], [0.0, 0.0, 0.0], [0.0, -1.4, 0.4], [0.2, 0.6, -0.3], [-0.3, -0.1, 0.3], [0.0, 0.0, 0.1], [0.0, 0.0, 0.0], [0.0, 0.0, 0.0], [0.0, 0.0, -0.1], [-0.1, -0.1, 0.0], [0.3, 0.0, 0.1], [0.0, 0.1, 0.1], [-0.1, 0.0, 0.0], [0.0, 0.0, 0.0], [0.0, 0.0, 0.0], [0.1, -0.1, 0.0], [-0.1, 0.2, 0.0], [0.0, 0.0, -0.1], [0.0, -0.1, 0.0], [0.0, 0.0, 0.0], [0.1, 0.0, 0.0], [0.0, 0.1, 0.0], [0.0, 0.0, 0.0], [0.0, 0.0, 0.0], [0.0, 0.0, 0.0], [0.0, 0.0, 0.0], [0.0, 0.0, 0.0], [-0.1, 0.0, 0.0], [0.0, 0.0, 0.0], [0.0, 0.0, 0.0], [0.0, 0.0, 0.0], [0.0, 0.0, 0.0], [0.0, 0.0, 0.0], [0.0, 0.0, 0.0], [0.0, 0.0, 0.0], [0.0, 0.0, 0.0], [0.0, 0.0, 0.0], [0.0, 0.0, 0.0], [0.0, 0.0, 0.0], [0.0, 0.0, 0.1], [0.0, -0.1, 0.1], [0.0, 0.0, 0.1], [0.0, 0.0, 0.0], [0.1, 0.2, 0.0], [0.1, -0.6, 0.2], [0.0, 0.1, -0.1], [0.0, 0.2, -0.2], [0.0, 0.0, 0.0], [0.0, 0.0, 0.0], [0.0, 0.0, 0.0], [0.0, 0.0, 0.0], [0.0, 0.0, 0.0], [0.0, 0.0, 0.0], [0.0, 0.0, -0.1], [0.0, 0.0, 0.0], [0.0, 0.1, 0.0], [0.0, 0.0, 0.0], [0.0, 0.0, 0.0], [0.0, 0.0, 0.0]],
  "lowdin_charge": [1.24, -0.37, -0.06, -0.08, -0.04, -0.16, -0.11, -0.06, -0.08, -0.04, -0.16, -0.10, 0.07, 0.07, 0.13, 0.10, 0.06, 0.13, 0.10, 0.08, -0.05, -0.26, -0.03, -0.08, -0.37, 0.52, -0.07, -0.09, 0.07, 0.08, 0.08, 0.11, 0.10, 0.12, -0.89, 0.78, -0.29, -0.12, -0.09, -0.10, -0.09, -0.11, -0.27, -0.10, -0.09, -0.10, -0.09, -0.11, -0.28, -0.12, -0.10, -0.10, -0.09, -0.12, 0.06, 0.10, 0.10, 0.10, 0.09, 0.06, 0.10, 0.10, 0.10, 0.10, 0.09, 0.10, 0.10, 0.10, 0.09, -0.18, -0.14, -0.19, -0.15, -0.19, -0.14, -0.32, 0.91, -0.30, -0.32, 0.13, 0.12, 0.12, 0.12, 0.12, 0.12, 0.09, 0.05, 0.08, 0.06, 0.08, 0.08],
  "lumo_energy_ev": 0.080,
  "de_lowest_ev": 3.151,
  "largest_force_ev_per_a": 2.19,
  "e_homo_ev": -6.69,
  "e_tot_ev": -188785.9137,
  "multiplicity": 1,
  "charge": 0
}